Entry i
Here is a 2-piece molecular cluster, C2H2Cl3NO overall from OMol25. Energies are from the ωB97M-V functional and the def2-TZVPD basis.

Output
highest occupied orbital energy (spin up / spin down) = -8.566 / -8.006 eV
E_LUMO (spin up / spin down) = 0.468 / -0.709 eV
frontier orbital gap (spin up / spin down) = 9.03 / 7.30 eV
M = 162.4 g mol⁻¹

Element x y z (Å)
C: 1.38 -0.15 0.07
C: -1.39 -0.55 0.24
N: 1.47 1.22 -0.15
O: 1.36 0.17 -1.20
Cl: -1.71 -1.58 -1.06
Cl: -1.96 -1.03 1.79
Cl: -1.51 1.20 -0.12
H: 1.77 -0.93 0.58
H: 0.60 1.64 -0.15

---

Entry ii
Here is a 2-piece molecular cluster, C2H2Cl3NO overall from OMol25. Energies are from the ωB97M-V functional and the def2-TZVPD basis.

Output
highest occupied orbital energy = -10.609 eV
E_LUMO = 0.514 eV
frontier orbital gap = 11.12 eV
M = 162.4 g mol⁻¹

Element x y z (Å)
C: -1.21 -1.57 -0.76
C: 0.98 0.90 1.40
N: -0.58 -1.08 -1.89
O: -1.91 -1.72 -1.87
Cl: 1.59 2.14 0.36
Cl: 1.51 -0.68 0.98
Cl: -0.84 0.84 1.15
H: 1.07 1.21 2.42
H: -0.61 -0.05 -1.78

---

Of them, the most stable is entry ii and the least stable is entry i.

---

Entry i
Here is a 2-piece molecular cluster, CH5NO4S overall from OMol25. Energies are from the ωB97M-V functional and the def2-TZVPD basis.

Output
highest occupied orbital energy = -10.047 eV
E_LUMO = 0.671 eV
frontier orbital gap = 10.72 eV
M = 127.1 g mol⁻¹

Element x y z (Å)
C: -2.43 0.29 0.25
N: -1.72 -0.84 0.26
O: 3.18 -0.30 -1.06
O: 1.25 -0.78 0.39
O: 1.99 1.56 0.23
O: -1.95 1.40 0.25
S: 2.48 -0.01 0.41
H: -3.52 0.13 0.24
H: 1.04 1.69 0.27
H: -0.71 -0.82 0.29
H: -2.18 -1.74 0.23
H: 2.57 -0.59 -1.75

---

Entry ii
Here is a 2-piece molecular cluster, CH5NO4S overall from OMol25. Energies are from the ωB97M-V functional and the def2-TZVPD basis.

Output
highest occupied orbital energy = -10.190 eV
E_LUMO = 0.755 eV
frontier orbital gap = 10.95 eV
M = 127.1 g mol⁻¹

Element x y z (Å)
C: -1.07 -1.02 1.55
N: -1.98 -0.02 1.31
O: 1.92 0.18 -0.37
O: 0.24 1.69 -1.37
O: 1.68 0.39 -2.88
O: 0.12 -0.93 1.34
S: 1.64 1.34 -1.52
H: -1.31 -1.89 2.01
H: -2.86 -0.06 1.69
H: 1.12 -0.13 0.15
H: -1.61 0.81 0.84
H: 2.11 -0.37 -2.74

---

Of them, the most stable is entry i and the least stable is entry ii.

---

Entry i
Here is one molecule with the formula CHNOS from OMol25. Energies are from the ωB97M-V functional and the def2-TZVPD basis.

Output
highest occupied orbital energy = -10.489 eV
E_LUMO = -1.309 eV
frontier orbital gap = 9.18 eV
M = 75.1 g mol⁻¹
SMILES = N#CSO

Element x y z (Å)
C: 0.65 -0.77 -0.88
N: 1.16 -1.76 -1.10
O: -0.97 0.69 0.98
S: -0.61 0.98 -0.58
H: -0.23 0.85 1.58

---

Entry ii
Here is a 2-piece molecular cluster, CHNOS overall from OMol25. Energies are from the ωB97M-V functional and the def2-TZVPD basis.

Output
highest occupied orbital energy (spin up / spin down) = -7.496 / -7.487 eV
E_LUMO (spin up / spin down) = -0.460 / -0.505 eV
frontier orbital gap (spin up / spin down) = 7.04 / 6.98 eV
M = 75.1 g mol⁻¹

Element x y z (Å)
C: 0.72 -0.33 0.23
N: -1.31 0.81 0.18
O: -1.98 0.40 -0.69
S: 2.00 0.32 -0.43
H: 0.57 -1.19 0.71

---

Of them, the most stable is entry i and the least stable is entry ii.

---

Entry i
Here is C31H30BrCsN4O7 as an isolated structure from OMol25. Energies are from the ωB97M-V functional and the def2-TZVPD basis.

Output
highest occupied orbital energy = -2.253 eV
E_LUMO = 3.528 eV
net charge = -2
frontier orbital gap = 5.78 eV
M = 783.4 g mol⁻¹

Element x y z (Å)
Cs: 0.40 -0.72 0.40
O: 3.40 -0.98 4.10
C: 3.54 -2.34 4.41
C: 2.20 -3.04 4.59
N: 1.35 -2.92 3.44
C: -0.06 -3.15 3.69
C: -0.92 -2.49 2.59
O: -1.33 -3.22 1.66
O: -1.03 -1.24 2.64
C: 1.88 -3.53 2.24
C: 2.72 -2.62 1.29
O: 3.20 -3.18 0.30
O: 2.74 -1.38 1.55
H: 3.08 -0.98 3.16
H: 4.11 -2.42 5.34
H: 4.12 -2.85 3.63
H: 1.69 -2.58 5.45
H: 2.41 -4.10 4.86
H: -0.31 -2.67 4.64
H: -0.31 -4.22 3.75
H: 1.05 -3.90 1.63
H: 2.50 -4.41 2.47
Br: 2.53 2.43 -10.09
C: 1.20 1.27 -9.38
C: -0.11 1.37 -9.82
C: -1.06 0.51 -9.30
C: -0.73 -0.44 -8.34
C: 0.60 -0.53 -7.92
C: 1.56 0.32 -8.43
N: -1.69 -1.43 -7.99
N: -1.91 -1.79 -6.80
C: -1.54 -1.12 -5.66
C: -1.24 0.26 -5.56
C: -0.96 0.87 -4.37
C: -0.93 0.16 -3.12
O: -0.64 0.69 -2.04
C: -1.28 -1.28 -3.20
N: -1.29 -1.95 -2.04
C: -1.63 -3.22 -2.03
C: -1.99 -3.90 -3.20
C: -1.97 -3.24 -4.40
C: -1.61 -1.88 -4.44
H: -0.37 2.11 -10.56
H: -2.09 0.56 -9.65
H: 0.87 -1.26 -7.17
H: 2.59 0.25 -8.10
H: -1.28 0.88 -6.45
H: -0.77 1.94 -4.33
H: -1.62 -3.71 -1.06
H: -2.27 -4.95 -3.15
H: -2.22 -3.74 -5.33
C: -1.45 5.24 7.15
C: -1.08 4.41 5.95
C: -1.40 3.06 5.89
C: -1.04 2.27 4.80
C: -1.40 0.81 4.82
C: -0.37 2.86 3.73
C: 0.01 2.00 2.57
O: 0.52 2.42 1.56
C: -0.03 4.23 3.77
C: 0.71 4.94 2.67
C: -0.40 4.98 4.88
H: -2.08 4.68 7.84
H: -1.99 6.15 6.85
H: -0.56 5.56 7.69
H: -1.92 2.60 6.72
H: -1.92 0.56 5.75
H: -0.52 0.17 4.73
H: -2.03 0.52 3.98
H: -0.21 0.92 2.68
H: 0.15 4.93 1.74
H: 1.66 4.44 2.45
H: 0.91 5.97 2.96
H: -0.14 6.03 4.91

---

Entry ii
Here is C31H30BrCsN4O7 as an isolated structure from OMol25. Energies are from the ωB97M-V functional and the def2-TZVPD basis.

Output
highest occupied orbital energy = -2.350 eV
E_LUMO = 3.706 eV
net charge = -2
frontier orbital gap = 6.06 eV
M = 783.4 g mol⁻¹

Element x y z (Å)
Cs: -0.30 -0.06 -0.13
O: 0.28 -3.43 -1.04
C: 0.60 -3.46 -2.41
C: -0.53 -2.92 -3.27
N: -0.77 -1.51 -3.03
C: 0.06 -0.63 -3.84
C: 0.12 0.80 -3.25
O: -0.66 1.65 -3.74
O: 0.87 0.94 -2.25
C: -2.17 -1.16 -2.92
C: -2.82 -1.50 -1.55
O: -4.03 -1.22 -1.46
O: -2.07 -1.95 -0.65
H: -0.52 -2.87 -0.93
H: 0.80 -4.50 -2.71
H: 1.52 -2.90 -2.60
H: -1.44 -3.47 -3.03
H: -0.32 -3.11 -4.34
H: -0.28 -0.56 -4.89
H: 1.08 -1.04 -3.82
H: -2.78 -1.66 -3.70
H: -2.27 -0.09 -3.11
Br: -3.29 2.98 8.31
C: -1.53 3.37 7.73
C: -0.75 2.37 7.18
C: 0.53 2.65 6.74
C: 1.04 3.94 6.85
C: 0.25 4.93 7.43
C: -1.04 4.66 7.86
N: 2.40 4.28 6.61
N: 3.07 3.74 5.68
C: 2.56 3.00 4.65
C: 3.47 2.09 4.09
C: 3.13 1.13 3.17
C: 1.79 1.03 2.68
O: 1.39 0.13 1.93
C: 0.87 2.14 3.08
N: -0.29 2.20 2.40
C: -1.11 3.19 2.64
C: -0.81 4.22 3.55
C: 0.37 4.18 4.24
C: 1.25 3.10 4.04
H: -1.15 1.36 7.09
H: 1.12 1.86 6.30
H: 0.67 5.92 7.55
H: -1.65 5.44 8.29
H: 4.48 2.14 4.48
H: 3.85 0.42 2.80
H: -2.04 3.20 2.08
H: -1.51 5.04 3.68
H: 0.63 4.98 4.91
C: -3.59 5.99 -4.95
C: -3.57 4.93 -3.88
C: -4.61 4.02 -3.76
C: -4.58 3.03 -2.79
C: -5.71 2.04 -2.68
C: -3.50 2.97 -1.90
C: -3.55 1.94 -0.83
O: -3.34 2.21 0.34
C: -2.42 3.86 -2.03
C: -1.15 3.69 -1.24
C: -2.48 4.83 -3.02
H: -4.43 5.85 -5.63
H: -2.68 5.96 -5.55
H: -3.67 6.99 -4.53
H: -5.45 4.07 -4.44
H: -6.41 2.16 -3.51
H: -6.28 2.17 -1.75
H: -5.35 1.01 -2.68
H: -3.80 0.91 -1.11
H: -0.50 3.03 -1.82
H: -1.34 3.21 -0.28
H: -0.64 4.64 -1.08
H: -1.64 5.51 -3.14

---

Of them, the most stable is entry i and the least stable is entry ii.

---

Entry i
Here is CH2NO2 as an isolated structure from OMol25. Energies are from the ωB97M-V functional and the def2-TZVPD basis.

Output
highest occupied orbital energy = -2.622 eV
E_LUMO = 5.010 eV
net charge = -1
frontier orbital gap = 7.63 eV
M = 60.0 g mol⁻¹

Element x y z (Å)
C: -0.46 0.13 -0.02
N: 0.87 -0.11 -0.50
O: 1.60 -0.74 0.27
O: 0.07 1.32 0.14
H: -1.26 -0.05 -0.81
H: -0.81 -0.54 0.91

---

Entry ii
Here is an isolated ion of composition CH2NO2 and charge -1 from OMol25. Energies are from the ωB97M-V functional and the def2-TZVPD basis.

Output
highest occupied orbital energy = -3.478 eV
E_LUMO = 4.780 eV
net charge = -1
frontier orbital gap = 8.26 eV
M = 60.0 g mol⁻¹
SMILES = NC(=O)[O-]

Element x y z (Å)
N: 0.24 -1.11 0.57
C: -0.01 0.11 -0.10
O: 0.17 0.21 -1.32
O: -0.36 1.05 0.69
H: -0.24 -1.07 1.46
H: 0.21 -1.99 0.08

---

Of them, the most stable is entry ii and the least stable is entry i.